(1)
Formula: C23H31N3O5S
Source: the OMol25 dataset
Level of theory: wB97M-V/def2-TZVPD

XYZ file:
```
63
C23H31N3O5S | the OMol25 dataset | wB97M-V/def2-TZVPD
C -2.244 -3.623 -0.938
C -2.109 -3.106 0.482
O -2.931 -3.432 1.326
N -1.037 -2.297 0.796
C -0.641 -1.876 2.154
C -1.634 -0.872 2.776
C -2.012 0.310 1.912
C -3.355 0.467 1.551
C -3.787 1.607 0.875
C -2.880 2.614 0.537
C -3.324 3.771 -0.118
C -2.418 4.778 -0.460
C -1.063 4.628 -0.151
C -0.613 3.477 0.509
C -1.513 2.461 0.864
C -1.088 1.308 1.551
C -0.409 -3.078 3.112
O -0.608 -2.935 4.309
O 0.054 -4.239 2.586
H -1.412 -4.292 -1.169
H -2.235 -2.787 -1.641
H -3.183 -4.172 -1.053
H -0.380 -2.130 0.032
H 0.323 -1.370 2.062
H -1.202 -0.480 3.703
H -2.540 -1.419 3.059
H -4.081 -0.295 1.820
H -4.838 1.709 0.625
H -4.375 3.892 -0.362
H -2.766 5.671 -0.970
H -0.358 5.407 -0.425
H 0.441 3.379 0.746
H -0.045 1.199 1.832
H 0.080 -4.852 3.335
C -0.660 1.203 -3.793
N 0.229 0.526 -2.851
C 1.338 1.068 -2.335
O 1.730 2.186 -2.661
C 2.130 0.215 -1.321
C 3.375 0.943 -0.775
C 3.990 0.226 0.436
S 2.930 0.161 1.910
C 3.035 1.880 2.482
N 2.515 -1.105 -1.848
C 1.696 -2.150 -1.944
C 2.288 -3.428 -2.484
O 0.514 -2.100 -1.624
H -1.474 0.540 -4.088
H -1.077 2.097 -3.323
H -0.100 1.504 -4.680
H -0.025 -0.401 -2.529
H 1.451 0.058 -0.482
H 3.102 1.954 -0.470
H 4.125 1.017 -1.564
H 4.245 -0.795 0.151
H 4.918 0.732 0.703
H 2.632 2.552 1.724
H 2.456 1.989 3.400
H 4.075 2.138 2.683
H 3.468 -1.227 -2.151
H 1.491 -4.157 -2.630
H 3.010 -3.819 -1.769
H 2.778 -3.230 -3.436
```

- E_LUMO (eV) = 0.258
- structure (SMILES) = CC(=O)N[C@@H](Cc1ccc2ccccc2c1)C(=O)O.CNC(=O)[C@H](CCSC)NC(C)=O
- ΔE to the lowest compared entry with this formula, charge and spin (kcal/mol) = 0.0
- F_max (eV Å⁻¹) = 1.860


(2)
Formula: C23H31N4O5S2
Source: the OMol25 dataset
Level of theory: wB97M-V/def2-TZVPD

XYZ file:
```
65
C23H31N4O5S2 | the OMol25 dataset | wB97M-V/def2-TZVPD
C -2.971 -0.444 4.293
C -1.658 -0.353 4.037
C -1.022 -0.448 2.662
C -1.447 -1.678 1.841
C -2.396 -1.517 0.623
C -2.947 -0.139 0.238
C -1.860 0.778 -0.357
C -1.896 0.918 -1.876
S -1.072 -0.485 -2.698
C 0.598 0.034 -2.958
S 1.781 -1.015 -3.214
N 0.793 1.440 -2.892
C 0.287 2.295 -3.818
C 0.683 3.518 -3.344
N 1.386 3.379 -2.205
C 1.467 2.111 -1.928
C -3.351 -2.639 0.735
N -3.061 -3.367 1.751
C -1.938 -2.939 2.580
O -0.825 -3.858 2.673
C -0.910 -4.839 1.833
N -1.008 -5.723 1.076
H -3.286 -0.993 5.175
H -3.742 0.046 3.703
H -0.998 -0.156 4.878
H 0.048 -0.543 2.830
H -1.165 0.498 2.135
H -0.526 -2.011 1.364
H -1.825 -1.803 -0.279
H -3.513 0.335 1.037
H -3.680 -0.311 -0.558
H -2.011 1.764 0.084
H -0.883 0.451 -0.002
H -1.410 1.860 -2.123
H -2.910 1.001 -2.261
H -0.296 2.021 -4.673
H 0.456 4.464 -3.798
H 1.966 1.645 -1.101
H -4.180 -2.863 0.077
H -3.666 -4.163 1.940
H -2.336 -2.830 3.583
O -2.766 2.467 2.332
C -2.232 3.381 2.905
O -2.921 4.368 3.495
C -2.017 5.373 4.001
C -0.686 4.657 4.165
C -0.742 3.628 3.040
H -1.967 6.187 3.276
H -2.401 5.761 4.940
H 0.171 5.325 4.114
H -0.655 4.146 5.128
H -0.366 4.029 2.096
H -0.219 2.709 3.294
O 8.544 -2.823 -3.843
C 7.416 -2.835 -4.231
O 7.067 -2.543 -5.510
C 5.637 -2.535 -5.642
C 5.125 -3.384 -4.487
C 6.173 -3.121 -3.410
H 5.289 -1.501 -5.583
H 5.362 -2.943 -6.612
H 4.108 -3.135 -4.186
H 5.143 -4.438 -4.766
H 5.936 -2.238 -2.814
H 6.326 -3.981 -2.765
```

- E_LUMO (eV) = -4.696
- ΔE to the lowest compared entry with this formula, charge and spin (kcal/mol) = 130.8
- total charge = +1
- F_max (eV Å⁻¹) = 2.791


(3)
Formula: C23H31N4O9P2Y
Source: the OMol25 dataset
Level of theory: wB97M-V/def2-TZVPD

XYZ file:
```
70
C23H31N4O9P2Y | the OMol25 dataset | wB97M-V/def2-TZVPD
C -0.623 3.894 -2.564
C -0.684 2.576 -2.033
N 0.375 2.109 -1.267
C 1.260 2.988 -0.754
C 1.253 4.329 -1.139
C 0.330 4.769 -2.093
C -1.873 1.821 -2.268
P -2.323 0.220 -1.648
Y 0.084 -0.125 -0.340
P 2.681 0.752 0.352
C 2.305 2.568 0.299
C 0.131 -2.587 -0.674
C -0.946 -3.227 -0.087
C -0.858 -4.603 0.214
C 0.283 -5.334 -0.125
C 1.332 -4.684 -0.784
C 1.241 -3.307 -1.072
O -0.613 1.903 -6.475
O 0.338 -3.311 -5.794
H -1.387 4.185 -3.285
H 1.985 4.982 -0.681
H 0.360 5.801 -2.432
C -3.795 0.512 -0.596
C -3.021 -0.684 -3.078
H 3.254 3.082 0.058
H 1.968 2.901 1.303
H -1.061 1.446 -7.188
H -2.523 2.246 -3.035
C 3.186 0.397 2.068
C 4.249 0.703 -0.578
H -1.863 -2.696 0.168
H -1.687 -5.085 0.736
H 0.366 -6.397 0.126
H 2.230 -5.228 -1.074
H 2.087 -2.850 -1.587
H 1.603 -1.013 -1.537
H -0.045 -3.404 -4.898
H 1.091 -2.729 -5.676
H 0.310 1.905 -6.773
H 1.654 -0.326 -1.880
H -4.693 0.681 -1.211
H -3.926 -0.378 0.034
H -3.599 1.383 0.046
H -3.858 -0.113 -3.506
H -2.234 -0.835 -3.831
H -3.371 -1.661 -2.715
H 5.065 1.165 -0.004
H 4.486 -0.352 -0.784
H 4.126 1.215 -1.543
H 4.158 0.861 2.291
H 2.423 0.741 2.782
H 3.272 -0.698 2.151
O -0.050 -1.148 7.459
N 0.081 -0.077 6.830
O 0.727 0.897 7.261
C -0.532 0.022 5.526
C -1.222 -1.086 5.012
C -1.493 -1.124 3.659
C -0.862 -0.175 2.817
O -0.501 -0.499 1.619
C -0.540 1.093 3.389
C -0.307 1.164 4.755
N -0.344 2.219 2.504
O -0.860 2.146 1.347
O 0.327 3.196 2.885
N -2.293 -2.158 3.010
O -2.323 -3.299 3.506
O -2.921 -1.828 1.980
H -1.489 -1.928 5.637
H 0.100 2.074 5.184
```

- E_LUMO (eV) = -1.777
- F_max (eV Å⁻¹) = 2.764


(4)
Formula: C23H31N8O3V
Source: the OMol25 dataset
Level of theory: wB97M-V/def2-TZVPD

XYZ file:
```
66
C23H31N8O3V | the OMol25 dataset | wB97M-V/def2-TZVPD
V 0.066 0.083 0.219
O -0.378 -1.703 3.801
C -0.475 -1.253 2.672
N 0.161 -0.191 2.124
C 1.275 0.422 2.837
C 2.328 0.795 1.807
C 3.676 0.858 2.118
C 4.583 1.213 1.138
C 4.126 1.499 -0.143
C 2.780 1.385 -0.397
N 1.880 1.023 0.542
C -1.386 -1.930 1.643
C -2.143 -3.026 1.983
C -2.902 -3.644 1.003
C -2.870 -3.148 -0.290
C -2.078 -2.051 -0.564
N -1.339 -1.438 0.381
H 1.672 -0.249 3.595
H 0.972 1.333 3.364
H 3.998 0.636 3.128
H 5.640 1.267 1.367
H 4.802 1.798 -0.932
H 2.378 1.579 -1.384
H -2.114 -3.366 3.012
H -3.513 -4.509 1.244
H -3.451 -3.600 -1.083
H -2.023 -1.633 -1.560
C -2.650 1.418 0.689
N -1.274 1.729 0.148
C -0.751 2.890 0.957
N -1.625 4.046 0.913
C -2.945 3.655 1.432
N -3.540 2.564 0.645
C -3.660 3.013 -0.750
N -2.357 3.392 -1.321
C -1.476 2.240 -1.260
C -1.786 4.463 -0.488
H -2.525 1.078 1.714
H -3.068 0.613 0.096
H 0.227 3.153 0.566
H -0.643 2.542 1.983
H -3.608 4.518 1.398
H -2.842 3.336 2.469
H -4.324 3.874 -0.788
H -4.094 2.213 -1.348
H -0.499 2.507 -1.658
H -1.882 1.428 -1.855
H -2.446 5.328 -0.525
H -0.814 4.749 -0.890
O 0.293 -1.695 -3.589
C 0.823 -1.201 -2.516
O 0.267 -0.314 -1.875
C 2.151 -1.804 -2.117
N 2.474 -2.880 -3.058
C 2.666 -4.153 -2.311
C 1.816 -3.946 -1.070
C 2.069 -2.475 -0.732
H 2.872 -0.989 -2.127
H 3.257 -2.651 -3.652
H 0.993 -2.349 -3.899
H 3.712 -4.295 -2.033
H 2.355 -5.003 -2.911
H 2.097 -4.615 -0.260
H 0.759 -4.112 -1.296
H 3.017 -2.352 -0.214
H 1.294 -2.063 -0.091
```

- E_LUMO (spin up / spin down) (eV) = -2.660 / -2.592
- 2S+1 = 4
- ΔE to the lowest compared entry with this formula, charge and spin (kcal/mol) = 8.5
- total charge = +1
- F_max (eV Å⁻¹) = 1.740


(5)
Formula: C23H31NO3
Source: the OMol25 dataset
Level of theory: wB97M-V/def2-TZVPD

XYZ file:
```
58
C23H31NO3 | the OMol25 dataset | wB97M-V/def2-TZVPD
C 5.614 3.980 1.313
C 4.568 2.971 0.947
C 3.406 3.370 0.295
C 2.431 2.451 -0.038
C 2.590 1.109 0.282
C 1.516 0.110 -0.103
O 0.215 0.599 0.149
C -0.153 0.560 1.510
C -1.598 1.058 1.617
O -1.694 2.395 1.191
C -2.548 0.160 0.799
N -2.500 -1.214 1.263
C -3.438 -1.494 2.337
C -4.894 -1.620 1.867
C -5.000 -2.671 0.765
C -4.009 -2.358 -0.353
C -2.598 -2.247 0.238
C -1.530 -2.096 -0.853
O -1.934 -1.194 -1.862
C 1.645 -0.196 -1.579
C 0.833 0.437 -2.510
C 0.967 0.156 -3.860
C 1.919 -0.751 -4.291
C 2.738 -1.378 -3.366
C 2.600 -1.104 -2.017
C 3.744 0.706 0.936
C 4.723 1.628 1.260
H 5.260 4.605 2.134
H 6.534 3.493 1.626
H 5.830 4.632 0.469
H 3.268 4.412 0.046
H 1.532 2.770 -0.544
H 1.675 -0.820 0.470
H -0.098 -0.468 1.894
H 0.511 1.204 2.104
H -1.888 1.060 2.672
H -1.310 2.431 0.306
H -3.552 0.601 0.861
H -2.231 0.198 -0.242
H -3.351 -0.703 3.084
H -3.130 -2.436 2.804
H -5.527 -1.889 2.714
H -5.239 -0.658 1.484
H -6.019 -2.702 0.371
H -4.772 -3.656 1.182
H -4.026 -3.143 -1.110
H -4.265 -1.416 -0.838
H -2.370 -3.188 0.759
H -1.351 -3.085 -1.301
H -0.601 -1.757 -0.383
H -1.159 -0.955 -2.384
H 0.094 1.145 -2.170
H 0.326 0.649 -4.576
H 2.025 -0.969 -5.343
H 3.484 -2.086 -3.696
H 3.238 -1.598 -1.298
H 3.880 -0.334 1.197
H 5.618 1.298 1.769
```

- E_LUMO (eV) = 0.759
- structure (SMILES) = Cc1ccc([C@@H](OC[C@@H](O)CN2CCCC[C@H]2CO)c2ccccc2)cc1
- ΔE to the lowest compared entry with this formula, charge and spin (kcal/mol) = 0.0
- F_max (eV Å⁻¹) = 0.701


(6)
Formula: C23H32AsCl2FN3O4PbS3
Source: the OMol25 dataset
Level of theory: wB97M-V/def2-TZVPD

XYZ file:
```
70
C23H32AsCl2FN3O4PbS3 | the OMol25 dataset | wB97M-V/def2-TZVPD
Pb 0.302 0.273 -3.866
F 1.341 1.953 2.604
C 0.550 0.896 2.226
C 0.276 0.772 0.888
C -0.557 -0.278 0.466
C -0.851 -0.398 -0.945
O -0.548 0.603 -1.679
C -1.580 -1.604 -1.328
C -2.097 -2.456 -0.368
N -1.908 -2.237 0.981
C -2.520 -3.151 1.917
C -3.568 -2.587 2.829
C -3.937 -3.486 1.718
C -1.076 -1.206 1.435
C -0.775 -1.065 2.806
C 0.022 0.021 3.247
N 0.298 0.188 4.590
C 1.348 1.100 5.072
C 1.571 0.896 6.562
N 1.360 -0.590 6.914
C -0.083 -1.013 6.695
C -0.720 -0.167 5.597
C -1.838 -1.994 -2.770
O -2.738 -2.789 -2.975
O -1.066 -1.488 -3.711
H 0.708 1.449 0.177
H -2.625 -3.369 -0.643
H -1.902 -3.928 2.403
H -3.829 -1.520 2.780
H -3.523 -3.059 3.822
H -4.468 -3.086 0.856
H -4.113 -4.526 1.999
H -1.168 -1.791 3.499
H 1.071 2.158 4.900
H 2.284 0.938 4.514
H 0.872 1.495 7.162
H 2.594 1.172 6.863
H 1.675 -0.773 7.882
H 1.974 -1.133 6.294
H -0.621 -0.865 7.643
H -0.098 -2.086 6.432
H -1.172 0.758 6.016
H -1.521 -0.740 5.132
C -4.332 6.218 -3.445
O -3.919 4.990 -2.671
C -3.774 3.870 -3.353
S -3.824 3.328 -4.920
S -3.315 2.319 -2.891
H -4.297 7.051 -2.746
H -5.354 6.079 -3.828
H -3.627 6.379 -4.273
Cl -0.942 1.294 -6.784
C -0.181 -0.092 -7.645
Cl 1.000 -0.957 -6.543
H 0.370 0.276 -8.505
H -0.942 -0.823 -7.908
C 5.241 0.769 -2.166
As 4.223 -0.215 -3.502
C 4.067 0.920 -5.078
C 5.240 -1.802 -3.938
S 2.362 -0.843 -2.580
H 6.265 0.884 -2.508
H 5.202 0.237 -1.211
H 4.765 1.748 -2.066
H 5.076 1.195 -5.415
H 3.508 1.817 -4.766
H 3.539 0.367 -5.848
H 6.281 -1.534 -4.149
H 4.806 -2.275 -4.819
H 5.211 -2.485 -3.082
```

- E_LUMO (eV) = -10.016
- ΔE to the lowest compared entry with this formula, charge and spin (kcal/mol) = 0.0
- total charge = +3
- F_max (eV Å⁻¹) = 3.797


(7)
Formula: C23H32B2BrMgN6O2Se2
Source: the OMol25 dataset
Level of theory: wB97M-V/def2-TZVPD

XYZ file:
```
69
C23H32B2BrMgN6O2Se2 | the OMol25 dataset | wB97M-V/def2-TZVPD
Mg 1.032 0.313 1.838
C 1.728 4.477 3.141
C 2.040 3.349 2.371
N 1.186 2.367 2.618
N 0.318 2.824 3.542
C 0.624 4.089 3.873
B -0.802 1.924 4.118
N -0.151 0.676 4.748
C -0.172 0.268 6.026
C 0.641 -0.843 6.138
C 1.143 -1.031 4.844
N 0.650 -0.122 4.016
N -1.735 1.481 2.978
C -3.042 1.724 2.790
C -3.411 1.174 1.579
C -2.227 0.612 1.082
N -1.228 0.801 1.935
H 2.233 5.426 3.164
H 2.836 3.192 1.662
H 0.034 4.614 4.606
H -1.423 2.533 4.952
H -0.757 0.801 6.757
H 0.850 -1.420 7.022
H 1.838 -1.764 4.468
H -3.606 2.270 3.528
H -4.386 1.177 1.124
H -2.039 0.096 0.154
C -3.321 -2.808 4.887
Se -2.457 -1.834 3.447
C -2.237 -3.398 2.298
C -1.277 -3.129 1.157
Se 0.522 -2.708 1.813
C 1.462 -3.193 0.189
H -2.645 -3.562 5.288
H -4.241 -3.277 4.541
H -3.555 -2.092 5.672
H -3.218 -3.687 1.915
H -1.853 -4.204 2.925
H -1.612 -2.308 0.523
H -1.193 -4.024 0.538
H 1.516 -4.275 0.089
H 2.458 -2.766 0.298
H 0.965 -2.740 -0.665
C 0.139 1.292 -7.295
C 1.330 0.670 -6.553
C 1.778 -0.598 -7.293
C 2.484 1.672 -6.592
C 0.919 0.315 -5.122
C -0.129 -0.585 -4.918
C -0.559 -0.957 -3.644
C 0.095 -0.400 -2.568
O -0.109 -0.583 -1.235
B 0.854 0.232 -0.518
O 1.614 0.885 -1.543
C 1.138 0.491 -2.752
C 1.566 0.864 -4.008
H 0.421 1.550 -8.320
H -0.194 2.201 -6.790
H -0.707 0.606 -7.339
H 2.076 -0.357 -8.317
H 0.978 -1.337 -7.338
H 2.628 -1.057 -6.785
H 2.741 1.893 -7.630
H 3.377 1.277 -6.103
H 2.216 2.612 -6.105
H -0.633 -1.016 -5.775
H -1.373 -1.657 -3.504
H 2.385 1.562 -4.103
Br 3.476 -0.581 2.158
```

- E_LUMO (eV) = 2.299
- ΔE to the lowest compared entry with this formula, charge and spin (kcal/mol) = 0.0
- total charge = -1
- F_max (eV Å⁻¹) = 0.151